# 1
Computed, not measured: 4 unconnected molecules or ions with the total composition C38H76B2F3N3O22P3 at a distorted geometry, with the ωB97M-V functional and the def2-TZVPD basis.

Element x y z (Å)
C1 -5.58916 -8.87909 -3.16093
C2 -5.11666 -9.80556 -4.24344
O1 -4.17796 -10.53335 -4.10185
O2 -5.82748 -9.85863 -5.44139
C3 -6.00755 -8.63435 -6.06901
O3 -7.01420 -8.01289 -5.95131
C4 -4.82812 -8.20139 -6.92982
C5 -3.77511 -7.64467 -6.00181
C6 -3.92924 -6.45283 -5.26802
C7 -5.20696 -5.67372 -5.48818
O4 -5.89312 -5.32443 -4.57767
O5 -5.63542 -5.39959 -6.79039
C8 -4.74574 -4.76226 -7.60591
F1 -3.72167 -5.54281 -7.98390
F2 -5.39388 -4.40344 -8.68904
F3 -4.23113 -3.67552 -7.03363
C9 -2.98195 -6.00290 -4.35417
B1 -3.15293 -4.67714 -3.45304
N1 -3.87612 -3.48199 -3.81910
O6 -2.58594 -4.72717 -2.22413
C10 -1.82775 -6.78688 -4.23142
O7 -0.84796 -6.41179 -3.42498
C11 0.34212 -5.91544 -4.15524
C12 0.64239 -4.43754 -3.93277
C13 0.00421 -3.59064 -5.04505
C14 0.33654 -3.91441 -2.51892
C15 1.46801 -3.00123 -1.95646
C16 1.02200 -1.53522 -1.76064
C17 1.94098 -3.59677 -0.61887
N2 -1.67013 -7.93443 -4.92745
C18 -0.48626 -8.78969 -4.72799
C19 -0.91813 -10.06387 -3.98559
N3 -1.20612 -9.66551 -2.59653
C20 -2.60416 -8.34255 -5.81630
O8 -2.36610 -9.46593 -6.50348
B2 -1.78443 -9.27736 -7.79441
O9 -0.44023 -9.03853 -7.89399
O10 -2.55441 -9.34654 -8.93007
H1 -6.45002 -9.33249 -2.66878
H2 -5.89925 -7.90774 -3.54165
H3 -4.77971 -8.78833 -2.44370
H4 -5.17429 -7.51739 -7.69381
H5 -4.48553 -9.10498 -7.42855
H6 -4.05195 -3.36626 -4.80668
H7 -4.77457 -3.45322 -3.34856
H8 -2.78383 -3.90114 -1.76492
H9 1.18490 -6.50840 -3.80513
H10 0.18429 -6.09578 -5.22033
H11 1.72165 -4.34319 -4.07167
H12 0.61480 -3.71740 -5.94392
H13 0.03885 -2.52574 -4.82472
H14 -0.99956 -3.92199 -5.31886
H15 0.13230 -4.70583 -1.80107
H16 -0.54197 -3.27564 -2.58091
H17 2.33485 -3.00193 -2.61991
H18 0.00844 -1.33536 -2.10543
H19 1.10054 -1.26683 -0.70713
H20 1.69629 -0.85938 -2.28581
H21 2.46906 -4.53408 -0.80851
H22 1.06310 -3.84490 -0.01933
H23 2.58822 -2.91462 -0.07149
H24 0.25931 -8.31315 -4.10959
H25 -0.02119 -9.08031 -5.66332
H26 -0.09494 -10.78032 -4.02257
H27 -1.84765 -10.46520 -4.37381
H28 -0.34009 -9.52709 -2.08662
H29 -1.66689 -10.43513 -2.12460
H30 -0.04156 -9.71769 -8.45446
H31 -2.98820 -8.49677 -9.07441
O11 3.48972 0.38655 0.53814
P1 3.99659 0.59962 1.93485
O12 2.57771 1.33064 2.43565
C21 1.39146 0.55860 2.56792
C22 1.42091 -0.35549 3.78194
O13 4.95987 1.88871 1.68756
C23 5.72142 2.05193 0.48527
C24 5.03707 3.04085 -0.43273
O14 4.41310 0.45861 3.48539
C25 4.85406 1.53218 4.34708
C26 3.83278 2.61180 4.61624
H32 1.22441 -0.02123 1.65393
H33 0.57244 1.27280 2.66173
H34 2.18752 -1.12718 3.67802
H35 0.45662 -0.84963 3.90961
H36 1.65048 0.20739 4.68571
H37 5.88306 1.09662 -0.01335
H38 6.70198 2.42925 0.77927
H39 3.98118 2.80346 -0.55817
H40 5.50905 3.05819 -1.41583
H41 5.09331 4.04095 -0.00414
H42 5.78391 1.95425 3.97182
H43 5.10074 1.03631 5.28630
H44 3.65579 3.23077 3.73930
H45 4.20606 3.25660 5.41399
H46 2.88019 2.18834 4.92800
O15 3.17744 8.14469 3.91541
P2 2.30232 8.00855 2.74067
O16 3.17826 7.49626 1.48776
C27 3.82122 6.21851 1.57996
C28 2.84163 5.06569 1.47097
O17 2.04682 9.54011 2.25928
C29 2.26369 10.64490 3.14121
C30 3.58438 11.32156 2.84114
O18 0.85817 7.47354 2.38047
C31 -0.00525 8.04276 1.38092
C32 0.52406 7.95911 -0.03089
H47 4.38337 6.15852 2.51591
H48 4.53784 6.18085 0.76001
H49 2.16070 5.04893 2.32563
H50 3.37099 4.11473 1.44317
H51 2.23108 5.15601 0.57182
H52 2.21511 10.32634 4.18218
H53 1.44023 11.34348 2.97994
H54 4.39143 10.59227 2.77786
H55 3.83056 12.05141 3.61324
H56 3.53925 11.83599 1.88015
H57 -0.26740 9.06456 1.64684
H58 -0.92624 7.46249 1.45165
H59 1.36421 8.63365 -0.18550
H60 -0.26758 8.24225 -0.72605
H61 0.85171 6.94769 -0.26893
O19 -0.08611 6.14857 9.45123
P3 -0.30047 6.48428 8.03584
O20 0.01731 8.04314 7.80354
C33 1.34235 8.54244 8.04262
C34 2.30491 8.09967 6.95872
O21 -1.92099 6.51386 7.88130
C35 -2.77080 5.87347 8.83440
C36 -3.36589 6.88603 9.79024
O22 -0.01185 5.87891 6.59976
C37 -0.86498 6.02699 5.45501
C38 -1.02202 7.44864 4.96851
H62 1.68858 8.22653 9.02979
H63 1.26000 9.62852 8.05459
H64 2.45048 7.01733 6.97805
H65 3.27765 8.57430 7.08924
H66 1.92379 8.35379 5.97443
H67 -2.23198 5.09611 9.37414
H68 -3.56565 5.38202 8.26869
H69 -2.59436 7.53880 10.19696
H70 -3.87517 6.38776 10.61611
H71 -4.08574 7.52195 9.27255
H72 -1.83120 5.56128 5.63944
H73 -0.38392 5.43545 4.67381
H74 -1.62014 8.04450 5.65595
H75 -1.52589 7.44219 4.00061
H76 -0.05297 7.93409 4.85330

Summary:
Relative energy (zero: lowest compared OMol25 entry of this formula, charge and spin) (kJ/mol): 0.0
Orbital gap (eV): 6.56
Largest force on an atom (eV Å⁻¹): 8.5
E_LUMO (eV): -4.41
HOMO (eV): -10.971
Net charge: +1

---

# 2
Computed, not measured: 3 unconnected molecules or ions with the total composition C20H47N4O5 at a distorted geometry, with the ωB97M-V functional and the def2-TZVPD basis.

Element x y z (Å)
C1 1.28869 0.51777 0.73268
C2 1.46031 1.90403 1.27891
O1 1.27731 2.12825 2.40458
N1 1.80082 2.95389 0.38373
N2 1.79441 4.21348 1.05279
C3 0.41300 4.79606 1.30828
O2 -0.29841 5.02180 0.18245
C4 -1.15703 3.91086 -0.14363
O3 -2.14836 4.27342 -1.01866
C5 -3.42443 3.77817 -0.61661
C6 -3.49713 2.24199 -0.44913
O4 -3.37175 1.84618 0.91517
C7 3.13622 2.75551 -0.26644
C8 3.19124 2.44433 -1.72874
O5 4.08740 2.88658 0.38671
H1 0.30328 0.39136 0.28580
H2 1.34679 -0.17547 1.56244
H3 2.05966 0.25273 0.00726
H4 2.35745 4.21357 1.91858
H5 2.26975 4.87110 0.42619
H6 0.60207 5.75717 1.78633
H7 -0.08076 4.16520 2.04671
H8 -0.53957 3.15380 -0.63944
H9 -1.53642 3.45587 0.77826
H10 -4.10084 4.02253 -1.43038
H11 -3.82234 4.29084 0.26585
H12 -4.47625 1.88798 -0.77666
H13 -2.74602 1.74907 -1.06020
H14 -3.72747 2.54567 1.47248
H15 4.06295 1.82101 -1.89131
H16 2.28252 1.99951 -2.12368
H17 3.35909 3.38376 -2.26109
C9 -0.97491 1.81569 -3.93337
C10 0.06730 0.74018 -4.17202
N3 -0.18997 -0.50728 -3.47767
C11 0.93839 -1.42792 -3.52216
C12 1.36241 -1.98901 -4.88374
C13 -1.49567 -1.10665 -3.71837
C14 -1.86255 -1.46884 -5.16250
H18 -1.07315 2.04829 -2.86946
H19 -0.67713 2.72986 -4.44937
H20 -1.95808 1.53998 -4.31621
H21 1.01640 1.15469 -3.81550
H22 0.18194 0.58898 -5.25510
H23 0.73700 -2.26265 -2.84510
H24 1.80269 -0.91161 -3.08656
H25 0.69114 -2.77383 -5.22664
H26 2.35341 -2.43902 -4.79790
H27 1.42119 -1.21850 -5.65267
H28 -2.25938 -0.42500 -3.33373
H29 -1.59230 -1.99730 -3.09253
H30 -1.56615 -0.69782 -5.87490
H31 -2.94449 -1.58901 -5.24648
H32 -1.41800 -2.41314 -5.47050
C15 -1.35081 -3.17369 2.20980
C16 -0.50415 -4.16016 3.00160
N4 0.77088 -3.61985 3.43945
C17 1.66142 -4.63273 3.99003
C18 1.24023 -5.34109 5.28272
C19 0.70506 -2.37531 4.18546
C20 -0.10293 -2.35872 5.48938
H33 -0.81671 -2.82118 1.32452
H34 -2.26798 -3.66229 1.87885
H35 -1.64529 -2.30943 2.80744
H36 -0.30655 -5.01821 2.35388
H37 -1.10491 -4.53759 3.84259
H38 2.64983 -4.18843 4.13851
H39 1.80733 -5.39576 3.21916
H40 1.39098 -4.71325 6.15950
H41 1.85580 -6.23136 5.42482
H42 0.19994 -5.66593 5.26003
H43 0.29766 -1.60377 3.52388
H44 1.72301 -2.03567 4.39824
H45 -1.04575 -2.89957 5.40222
H46 -0.34377 -1.32761 5.75969
H47 0.46039 -2.77647 6.32146

Summary:
Orbital gap (eV): 6.74
Largest force on an atom (eV Å⁻¹): 4.1
E_LUMO (eV): -3.11
HOMO (eV): -9.848
Net charge: +1